The following is a DFT calculation (wB97M-V/def2-TZVPD) of CH3F2O3P in the gas phase in a non-equilibrium geometry.

Structure (XYZ):
```
10
Properties=species:S:1:pos:R:3:nbo_charge:R:1
H 0.979 -1.798 0.341 0.14
C -0.032 -1.481 0.065 0.28
O -1.216 1.073 -1.455 -0.95
O 1.364 1.171 1.034 -0.43
H 1.327 2.070 1.328 0.47
F -0.279 -2.379 -0.886 -0.35
P 0.052 0.185 -1.016 1.26
H -1.615 1.445 -0.641 0.50
F -0.881 -1.600 1.065 -0.33
O 0.301 1.315 0.166 -0.59
```

Values from the calculation:
Max |F|, Eh/bohr: 0.0481
Net charge: 0
Calculated total energy, Ha: -806.59295
Lowest unoccupied orbital energy, eV: 0.6
Energy above the lowest of the compared OMol25 structures with the same formula, charge and spin, kcal/mol: 18.8
Orbital gap, eV: 9.591
Structure (SMILES): OOP(O)C(F)F

---

The following is a DFT calculation (wB97M-V/def2-TZVPD) of CH3F2OPS in the gas phase in a non-equilibrium geometry.

Structure (XYZ):
```
9
Properties=species:S:1:pos:R:3:nbo_charge:R:1
C -0.352 0.250 -1.263 -0.29
F 1.046 -1.822 -2.018 -0.56
H -0.629 -0.694 -0.773 0.19
H -0.951 1.161 -1.006 0.20
S 2.843 -0.079 -3.528 -0.45
F 2.849 -1.353 -0.720 -0.54
P 2.028 -0.595 -1.853 1.99
H -0.622 -0.035 -2.259 0.19
O 0.971 0.442 -0.831 -0.73
```

Values from the calculation:
Max |F|, Eh/bohr: 0.1074
Net charge: 0
Calculated total energy, Ha: -1054.48415
Lowest unoccupied orbital energy, eV: 0.2
Energy above the lowest of the compared OMol25 structures with the same formula, charge and spin, kcal/mol: 14.8
Orbital gap, eV: 10.556
Structure (SMILES): COP(F)(F)=S

---

The following is a DFT calculation (wB97M-V/def2-TZVPD) of CH3F2OPS in the gas phase in a non-equilibrium geometry.

Structure (XYZ):
```
9
Properties=species:S:1:pos:R:3:nbo_charge:R:1
H 0.847 0.544 -0.495 0.20
F 0.410 -2.685 1.362 -0.55
P -0.536 -2.658 0.084 2.03
C -0.035 -0.019 -0.215 -0.25
O -0.084 -1.380 -0.701 -0.81
H 0.113 0.089 0.795 0.20
S -0.737 -4.382 -0.757 -0.44
F -1.922 -1.979 1.054 -0.59
H -0.893 0.536 -0.546 0.20
```

Values from the calculation:
Max |F|, Eh/bohr: 0.0845
Net charge: 0
Calculated total energy, Ha: -1054.49229
Lowest unoccupied orbital energy, eV: 0.4
Energy above the lowest of the compared OMol25 structures with the same formula, charge and spin, kcal/mol: 9.7
Orbital gap, eV: 10.744
Structure (SMILES): COP(F)(F)=S

---

The following is a DFT calculation (wB97M-V/def2-TZVPD) of CH3F2PS in the gas phase in a non-equilibrium geometry.

Structure (XYZ):
```
8
Properties=species:S:1:pos:R:3:nbo_charge:R:1
C 0.401 -0.166 0.934 -0.13
F -1.260 0.000 -2.145 -0.58
H -0.327 1.774 -0.989 -0.03
F 0.923 1.063 1.205 -0.38
P -0.560 0.373 -0.695 1.04
H 0.851 -2.158 0.974 0.14
H -1.886 0.396 -0.205 -0.05
S 1.859 -1.283 0.921 -0.02
```

Values from the calculation:
Max |F|, Eh/bohr: 0.0447
Net charge: 0
Calculated total energy, Ha: -979.04466
Lowest unoccupied orbital energy, eV: -0.7
Energy above the lowest of the compared OMol25 structures with the same formula, charge and spin, kcal/mol: 117.7
Orbital gap, eV: 7.651
Structure (SMILES): F[PH2]=C(F)S

---

Number 1: molar mass 132.00 Da, highest occupied orbital energy -9.021 eV. Number 2: molar mass 132.07 Da, highest occupied orbital energy -10.378 eV. Number 3: molar mass 132.07 Da, highest occupied orbital energy -10.315 eV. Number 4: molar mass 116.07 Da, highest occupied orbital energy -8.307 eV.